(1)
Below is an isolated molecule of C2H3N3O, with properties calculated with the ωB97M-V functional and the def2-TZVPD basis.

Calculated values
* SMILES: [H]/N=N/N=C\C=O

```
9
C2H3N3O | the OMol25 dataset | the ωB97M-V functional and the def2-TZVPD basis
N -0.712 -1.105 0.194
O -0.078 1.276 0.195
C 0.554 -0.906 0.119
H -3.059 0.890 0.489
N -1.440 -0.144 0.203
H 1.972 0.783 -0.131
N -2.577 0.182 -0.152
H 1.285 -1.713 0.041
C 0.887 0.510 0.092
```

***

(2)
Below is C2H3N3O as an isolated structure, with properties calculated with the ωB97M-V functional and the def2-TZVPD basis.

```
9
C2H3N3O | the OMol25 dataset | the ωB97M-V functional and the def2-TZVPD basis
H -1.836 -1.534 -0.139
N 0.141 -1.007 0.012
N -1.140 -0.769 0.014
C 0.610 0.051 -0.035
H 2.353 -0.808 0.005
C -0.368 1.142 -0.074
H -0.198 2.258 0.287
O 1.942 0.144 -0.033
N -1.505 0.522 -0.035
```

***

Result of the stability comparison: (2) is the most stable of them.

***

(1)
Below is a 2-piece molecular cluster, C2H3N3O overall, with properties calculated with the ωB97M-V functional and the def2-TZVPD basis.

```
9
C2H3N3O | the OMol25 dataset | the ωB97M-V functional and the def2-TZVPD basis
H -0.300 1.467 1.622
C -0.390 0.763 0.822
N 0.432 -0.108 -0.889
N 0.719 0.713 0.032
C -1.285 -0.199 0.327
H 2.381 -1.397 -1.985
H -2.289 -0.546 0.653
N -0.703 -0.636 -0.865
O 2.595 -0.885 -2.772
```

***

(2)
Below is an isolated molecule of C2H3N3O, with properties calculated with the ωB97M-V functional and the def2-TZVPD basis.

Calculated values
* SMILES: Oc1ncn[nH]1

```
9
C2H3N3O | the OMol25 dataset | the ωB97M-V functional and the def2-TZVPD basis
N 0.297 -1.047 -0.302
H -2.122 -1.273 -0.120
O -1.945 -0.346 0.082
N 1.246 0.991 0.069
C 1.426 -0.267 -0.254
N -0.120 1.053 0.200
C -0.625 -0.174 -0.006
H 2.407 -0.665 -0.472
H -0.563 1.701 0.820
```

***

Result of the stability comparison: (2) is the most stable of them.

***

(1)
Below is C2H3N3O as an isolated structure, with properties calculated with the ωB97M-V functional and the def2-TZVPD basis.

```
9
C2H3N3O | the OMol25 dataset | the ωB97M-V functional and the def2-TZVPD basis
N 0.832 -0.387 -0.809
H 0.357 0.283 1.142
O 0.488 1.908 -0.258
C 0.266 0.595 -0.069
N -0.886 0.138 0.620
C -0.881 -1.154 0.242
H 1.237 1.977 -0.869
H -1.575 -1.881 0.639
N 0.111 -1.471 -0.602
```

***

(2)
Below is a 2-piece molecular cluster, C2H3N3O overall, with properties calculated with the ωB97M-V functional and the def2-TZVPD basis.

```
9
C2H3N3O | the OMol25 dataset | the ωB97M-V functional and the def2-TZVPD basis
N 0.952 -0.144 -0.333
H -0.355 0.534 -3.219
C 0.439 -0.799 0.675
C -0.731 -0.284 1.336
H -1.113 -0.898 2.163
H 0.953 -1.690 0.986
O -1.236 0.776 1.015
N 0.463 1.638 -1.727
N 0.628 0.867 -0.896
```

***

Result of the stability comparison: (1) is the most stable of them.

***

(1)
Below is an isolated molecule of C2H3N3O, with properties calculated with the ωB97M-V functional and the def2-TZVPD basis.

Calculated values
* SMILES: [H]/N=N/C(O)=C=N

```
9
C2H3N3O | the OMol25 dataset | the ωB97M-V functional and the def2-TZVPD basis
C -0.497 -0.935 0.447
O 0.819 0.491 1.853
N -0.069 0.665 -1.494
N 0.349 1.064 -0.387
H 1.310 1.306 1.676
N -1.303 -1.716 -0.038
H -0.886 -2.471 -0.584
C 0.214 0.156 0.679
H 0.064 1.440 -2.153
```

***

(2)
Below is an isolated molecule of C2H3N3O, with properties calculated with the ωB97M-V functional and the def2-TZVPD basis.

```
9
C2H3N3O | the OMol25 dataset | the ωB97M-V functional and the def2-TZVPD basis
C -1.227 -0.322 -0.032
N -1.549 0.880 0.280
C 1.101 -0.028 -0.190
N 0.863 1.200 -0.048
H 2.983 -0.092 -0.063
O 2.247 -0.713 -0.175
H -2.463 0.923 0.737
N -0.033 -0.681 -0.532
H -1.923 -1.167 0.023
```

***

Result of the stability comparison: (1) is the most stable of them.

***

(1)
Below is an isolated ion of composition C5H11N2S and charge +1, with properties calculated with the ωB97M-V functional and the def2-TZVPD basis.

Calculated values
* SMILES: C[NH2+][C@@H]1N=C(C)CS1
* total charge: +1

```
19
C5H11N2S | the OMol25 dataset | the ωB97M-V functional and the def2-TZVPD basis
H -2.455 1.562 -0.157
H 1.910 0.721 1.471
H 2.759 -1.221 0.668
H 2.815 0.974 -0.074
C 2.075 -1.616 0.024
N -1.742 0.875 0.218
C 1.856 0.858 0.425
H -1.568 1.263 1.136
C 1.255 -0.424 -0.178
H -2.032 -0.800 -0.687
S 0.686 2.114 -0.056
H 2.585 -1.840 -0.936
C -0.522 0.921 -0.735
H -1.043 1.135 -1.654
C -2.491 -0.401 0.118
H -2.233 -0.979 0.876
H -3.516 -0.158 0.024
N 0.113 -0.377 -0.682
H 1.547 -2.606 0.199
```

***

(2)
Below is an isolated ion of composition C5H11N2S and charge +1, with properties calculated with the ωB97M-V functional and the def2-TZVPD basis.

Calculated values
* total charge: +1

```
19
C5H11N2S | the OMol25 dataset | the ωB97M-V functional and the def2-TZVPD basis
H -1.339 2.569 0.135
N 0.035 -2.200 -0.464
C -0.143 -0.922 -0.248
C -1.707 0.444 -0.382
H 2.422 -1.355 -0.555
H 1.183 1.630 0.888
H 2.663 -0.887 1.137
H 0.926 -2.736 -0.382
H 0.876 1.699 -0.953
N 0.829 -0.103 0.072
C -1.029 1.535 0.411
C 2.228 -0.552 0.110
H -1.774 0.762 -1.449
H -0.700 -2.726 -0.900
H -3.475 0.135 1.170
S -3.282 -0.426 0.041
H 2.857 0.354 -0.194
C 0.565 1.259 0.078
H -1.133 1.522 1.485
```

***

Result of the stability comparison: (1) is the most stable of them.

***

(1)
Below is C5H11N2S as an isolated structure, with properties calculated with the ωB97M-V functional and the def2-TZVPD basis.

Calculated values
* total charge: +1

```
19
C5H11N2S | the OMol25 dataset | the ωB97M-V functional and the def2-TZVPD basis
C -1.396 0.811 2.309
C 0.262 0.169 -0.245
C -0.974 -0.560 -2.327
H 2.528 -0.282 1.336
C -1.756 -0.376 1.837
H -2.037 1.512 2.894
H -1.128 -1.138 1.508
N -0.770 0.078 -1.044
H -2.761 -0.744 1.993
H 1.863 -0.309 -1.361
H 3.100 1.176 0.372
C 2.747 0.142 0.288
H 3.464 -0.364 -0.193
H -1.596 0.557 -0.688
H -1.468 0.019 -3.018
N 1.519 -0.106 -0.455
H -1.605 -1.532 -2.075
H -0.010 -0.592 -2.744
S 0.019 1.539 1.611
```

***

(2)
Below is an isolated ion of composition C5H11N2S and charge +1, with properties calculated with the ωB97M-V functional and the def2-TZVPD basis.

Calculated values
* total charge: +1

```
19
C5H11N2S | the OMol25 dataset | the ωB97M-V functional and the def2-TZVPD basis
H 1.482 2.367 -0.993
C 1.332 1.807 -0.026
C -0.554 -0.813 1.335
H -0.954 0.630 -1.614
N -0.137 1.875 0.045
C -0.745 0.620 -0.538
H -0.421 1.726 1.053
H -1.589 -1.149 1.445
C 0.322 -1.680 -0.756
H -0.423 -2.490 -0.667
H -0.285 0.043 1.952
N -0.060 -0.533 0.008
C 1.961 0.539 0.144
H 0.327 -1.431 -1.850
H -1.791 0.594 -0.152
H 1.783 2.465 0.756
H 1.279 -1.985 -0.441
H -0.040 -1.653 1.572
S 3.176 -0.439 0.102
```

***

Result of the stability comparison: (2) is the most stable of them.